2 unconnected molecules or ions with the total composition C5H10N2O. Source: the OMol25 dataset; level of theory: the ωB97M-V functional and the def2-TZVPD basis.

**SMILES string**: C=C(C)ON.C#CN
**E**: -10368.122 eV
**Total charge**: 0
**Gap between HOMO and LUMO**: 8.6 eV

```
18
C5H10N2O (the ωB97M-V functional and the def2-TZVPD basis)
C -1.270 1.836 0.619
C 0.024 -0.589 -0.359
H -0.314 -0.230 -2.436
N 2.356 -0.159 0.291
C -0.506 -1.011 -1.702
H 0.594 -1.905 1.253
O 1.279 0.126 -0.589
H -2.953 0.719 -0.243
H 0.136 3.075 1.220
H 3.186 0.159 -0.208
N -0.371 2.246 1.504
H 2.472 -1.172 0.384
H -1.079 -1.291 1.329
C -0.153 -1.290 0.781
H 0.193 1.494 1.891
H -1.581 -1.163 -1.620
H -0.036 -1.918 -2.078
C -1.976 1.070 -0.036
```



A single C21H24N2O4 molecule. Source: the OMol25 dataset; level of theory: the ωB97M-V functional and the def2-TZVPD basis.

**SMILES string**: CCn1c(CNC(=O)c2cc(OC)c(OC)c(OC)c2)cc2ccccc21
**E**: -33336.076 eV
**Total charge**: 0
**Gap between HOMO and LUMO**: 8.5 eV

```
51
C21H24N2O4 (the ωB97M-V functional and the def2-TZVPD basis)
C 1.114 -0.901 3.091
H 1.694 5.309 -4.414
C -0.119 4.940 -3.337
H 1.961 2.021 4.257
H 3.420 -2.484 5.967
C 1.442 1.432 3.503
C 0.734 -3.268 2.722
H -0.699 -5.542 2.535
C 1.329 -2.233 3.475
H 1.347 0.204 -3.857
C -3.691 1.564 -2.776
H -2.611 2.453 -1.132
H -3.621 2.439 -3.419
C 0.344 -0.632 1.963
H 1.849 1.672 2.516
C 0.558 2.265 -3.534
O 1.679 0.091 3.854
C -0.911 -0.944 -2.404
H -2.637 0.687 -1.103
C -0.037 -2.979 1.608
H 0.707 -6.495 3.070
C 1.055 4.549 -3.988
C -0.534 0.453 -2.782
H 3.607 -1.313 4.638
H -1.877 4.332 -2.278
H 0.659 -1.414 -1.065
N -0.343 -1.315 -1.117
C 0.394 -5.610 2.518
C 1.404 3.223 -4.093
C 2.887 -1.828 5.278
O 2.050 -2.686 4.538
C 0.590 0.849 -3.455
H 0.375 1.674 3.527
H -1.992 -1.060 -2.313
O 0.992 -4.523 3.179
C -1.059 -1.331 0.029
H -4.648 1.581 -2.261
H -0.500 -3.762 1.030
H -0.361 5.991 -3.276
C -0.225 -1.658 1.230
C -2.552 1.558 -1.757
H 0.168 0.385 1.651
H 2.310 2.922 -4.597
C -0.628 2.671 -2.874
C -0.972 4.015 -2.775
H 0.736 -5.692 1.481
H -0.536 -1.636 -3.162
N -1.266 1.554 -2.408
O -2.254 -1.112 0.069
H 2.317 -1.091 5.846
H -3.648 0.675 -3.401
```



2 unconnected molecules or ions with the total composition C5H13NO. Source: the OMol25 dataset; level of theory: the ωB97M-V functional and the def2-TZVPD basis.

**SMILES string**: CN1CCCC1.O
**E**: -8932.183 eV
**Total charge**: 0
**Gap between HOMO and LUMO**: 9.1 eV

```
20
C5H13NO (the ωB97M-V functional and the def2-TZVPD basis)
C 0.513 0.684 0.812
H 0.451 0.346 -2.472
C 0.005 0.595 -1.506
H -0.117 1.490 1.250
H -3.194 -0.697 2.311
H 3.022 1.049 -0.085
H -0.420 -1.629 -1.387
C 2.272 1.058 -0.918
N 0.889 1.208 -0.506
H -2.337 -1.853 2.703
C -0.638 -0.668 -0.895
H -0.819 1.259 -1.806
H 0.416 -1.516 0.860
H 2.537 1.833 -1.632
H -1.709 -0.418 -0.835
C -0.259 -0.723 0.594
H 2.416 0.067 -1.344
H 1.309 0.387 1.481
H -1.205 -0.818 1.161
O -3.134 -1.653 2.213
```



- total charge of number 1 (C5H10N2O)?
  0